# 1
39
Properties=species:S:1:pos:R:3 method="wB97M-V/def2-TZVPD" relative_energy_ev=0.002 total_charge=-2 gap_ev=3.64 lumo_ha=0.1506
Na 0.0944 -0.1645 1.0781
N -2.1504 1.3207 1.3732
C -1.4026 2.0347 2.2920
C -0.8888 3.2879 1.9333
C -0.2193 4.0724 2.8550
C -0.0411 3.6304 4.1598
C -0.5074 2.3676 4.5043
C -1.1608 1.5433 3.5935
C -1.5364 0.1513 3.9920
C -2.4114 0.0032 5.0720
C -2.7332 -1.2624 5.5452
C -2.1740 -2.3679 4.9165
C -1.3315 -2.1898 3.8196
C -0.9753 -0.9393 3.2830
H -1.8138 1.3670 0.3987
H -2.3469 0.3744 1.6649
H -1.0126 3.6127 0.9074
H 0.1748 5.0344 2.5453
H 0.4813 4.2418 4.8867
H -0.3304 1.9787 5.5020
H -2.8371 0.8838 5.5468
H -3.4114 -1.3822 6.3846
H -2.4071 -3.3684 5.2745
H -0.9398 -3.0950 3.3538
N 0.5054 -2.1693 -2.8823
C 1.5564 -2.2294 -3.7464
C 2.0899 -1.0404 -4.2828
C 3.1195 -1.0912 -5.2008
C 3.6655 -2.3028 -5.6252
C 3.1519 -3.4778 -5.0917
C 2.1182 -3.4483 -4.1692
H 0.3217 -1.2557 -2.4078
H 0.3542 -2.9745 -2.2945
H 1.6812 -0.0992 -3.9291
H 3.5153 -0.1594 -5.5914
H 4.4756 -2.3263 -6.3444
H 3.5615 -4.4359 -5.3963
H 1.7259 -4.3760 -3.7640
Se -0.0088 0.8314 -1.3964

---

# 2
40
Properties=species:S:1:pos:R:3 method="wB97M-V/def2-TZVPD" relative_energy_ev=15.269 gap_ev=7.97 lumo_ha=0.0011
C -4.0182 1.9916 -2.0460
C -2.7479 2.3608 -2.9527
O -1.7375 1.8112 -2.2580
C -0.3604 1.8969 -2.6780
C 0.1146 2.5045 -3.8902
C 1.3101 2.6897 -4.1415
C 2.3602 2.1661 -3.3311
C 1.9622 1.2570 -2.4122
C 0.6453 1.1495 -1.9085
C 0.3790 0.5371 -0.7289
N 1.0849 -0.0281 0.0666
N 0.9476 -0.8856 1.1467
C 2.1445 -0.6694 2.0576
C 3.2204 0.4071 1.9382
N 1.8172 -1.2883 3.2229
C 0.9452 -2.3296 3.3253
C 0.8719 -2.9118 4.7101
C 0.0010 -3.8059 4.7691
C -1.0741 -4.0522 3.8594
C -1.1844 -3.3839 2.4860
C -0.1328 -2.3693 2.4998
C -0.0076 -1.7605 1.1539
O -0.9040 -1.7707 0.4227
H -4.9419 2.4617 -2.4188
H -4.1072 0.8090 -1.9343
H -4.1011 2.3141 -0.9169
H -2.9838 1.8533 -3.8539
H -2.6422 3.2431 -3.0411
H -0.7925 3.0499 -4.3266
H 1.5749 3.2055 -5.1172
H 3.2275 2.1702 -3.8686
H 2.7842 0.7714 -1.8338
H -0.8214 0.3611 -0.4990
H 3.5597 0.2867 2.7346
H 3.5946 0.1992 1.1495
H 2.6477 1.4546 1.8761
H 1.5842 -2.7630 5.2519
H -0.3138 -4.6934 5.5246
H -1.9677 -4.7449 4.0931
H -1.9385 -3.4947 1.8691

---

# 3
44
Properties=species:S:1:pos:R:3 method="wB97M-V/def2-TZVPD" relative_energy_ev=0.404 gap_ev=8.25 lumo_ha=0.0102
C -2.2258 -2.3553 2.4190
C -1.5252 -2.4642 1.0730
O -1.1125 -1.1752 0.6156
C 0.2259 -0.9068 0.6241
O 1.0462 -1.7261 0.9506
C 0.5158 0.4631 0.2063
C -0.3833 1.5088 0.1976
N -1.7169 1.4495 0.5329
C -2.5365 2.5175 0.4261
O -2.1456 3.6199 0.1098
C -4.0040 2.2828 0.7523
S -4.5027 0.5639 1.0508
C -4.2741 -0.0823 -0.5377
N -3.8211 0.5898 -1.5432
N -3.7239 -0.1267 -2.6477
C -4.0913 -1.3442 -2.5181
S -4.6362 -1.7594 -0.9142
S 0.3342 3.0080 -0.2411
C 1.8863 2.2333 -0.4309
C 3.0590 3.0369 -0.8688
C 1.8320 0.8998 -0.1638
C 2.9819 -0.0087 -0.2909
C 2.9450 -1.0597 -1.2009
C 4.0300 -1.9048 -1.3334
C 5.1634 -1.7095 -0.5617
C 5.2080 -0.6632 0.3431
C 4.1243 0.1860 0.4766
H -1.5483 -1.9379 3.1602
H -3.1051 -1.7182 2.3459
H -2.5358 -3.3439 2.7447
H -0.6397 -3.1030 1.1467
H -2.2019 -2.8622 0.3114
H -2.0606 0.5278 0.7850
H -4.6042 2.6793 -0.0675
H -4.2558 2.8244 1.6659
H -4.0749 -2.0609 -3.3128
H 3.4112 3.6752 -0.0581
H 2.7863 3.6805 -1.7031
H 3.8712 2.3806 -1.1726
H 2.0620 -1.2083 -1.8055
H 3.9923 -2.7203 -2.0410
H 6.0093 -2.3735 -0.6643
H 6.0890 -0.5088 0.9493
H 4.1522 0.9961 1.1905